{
  "formula": "C3H10O3",
  "method": "ωB97M-V/def2-TZVPD",
  "relative_energy_kj_mol": 139.0,
  "e_tot_ev": -9414.0921,
  "total_charge": 0,
  "mol_weight_g_mol": 94.11,
  "smiles": "C/C=C/O.O.O",
  "e_homo_ev": -8.5,
  "orbital_gap_ev": 9.3004,
  "species": ["C", "C", "C", "O", "H", "H", "H", "H", "H", "H", "O", "H", "H", "O", "H", "H"],
  "coordinates": [[1.89107, 1.12625, 0.41513], [0.52576, 1.62944, 0.78556], [0.21056, 2.92975, 0.75284], [-1.12468, 3.26329, 0.55250], [1.80230, 0.72282, -0.58607], [2.57327, 1.95467, 0.42285], [2.19638, 0.33498, 1.09111], [-0.27000, 1.06056, 1.25439], [0.96970, 3.70633, 0.80770], [-1.13908, 4.20388, 0.77878], [-3.97510, -4.01256, -2.76161], [-4.33786, -3.74558, -3.61298], [-3.54886, -3.21904, -2.42455], [2.70688, -3.31347, 0.73366], [2.26367, -3.72061, 1.48968], [3.08916, -2.50789, 1.09036]],
  "forces_ev_per_angstrom": [[-1.246, -0.287, 0.731], [-0.039, 1.271, 0.908], [-0.168, -1.416, -0.805], [1.170, 1.085, 1.127], [0.327, -0.168, -0.248], [0.603, 0.268, -0.067], [0.367, -0.100, 0.024], [-0.054, -0.847, -0.951], [-0.267, 0.299, -0.621], [-0.695, -0.112, -0.096], [-0.036, 0.067, -0.092], [0.012, -0.056, 0.053], [0.025, -0.010, 0.041], [-0.141, -0.126, 0.217], [0.081, 0.047, -0.204], [0.060, 0.086, -0.016]]
}